A 9-piece molecular cluster, C5H26NO10 overall. Source: OMol25; level of theory: ωB97M-V/def2-TZVPD.

Geometry as XYZ:
```
42
Properties=species:S:1:pos:R:3:mulliken_charge:R:1
C -0.400 2.622 3.167 -1.375
C 0.215 1.292 2.888 0.877
N -0.636 0.532 2.179 -0.018
C -1.411 -2.015 1.993 -1.036
C -0.234 -0.887 1.914 -0.192
C 0.440 -1.010 0.485 -0.768
O -0.552 -0.809 -0.550 -0.431
O 1.244 0.785 3.383 -0.801
H -0.106 3.384 2.292 0.215
H -0.242 3.052 4.014 0.524
H -1.500 2.653 3.228 0.319
H -1.490 0.852 1.639 0.342
H -2.321 -1.616 1.369 0.083
H -1.577 -2.352 3.050 0.322
H -1.108 -2.841 1.402 0.369
H 0.582 -1.194 2.700 0.297
H 1.150 -0.310 0.485 0.391
H 0.894 -1.916 0.181 0.600
H 0.181 -3.125 -1.961 0.320
H -0.789 -3.743 -2.993 0.346
O -0.130 -3.988 -2.279 -0.692
H -1.531 -1.254 -2.857 0.300
H -0.803 -0.673 -4.145 0.358
O -1.677 -0.872 -3.745 -0.683
H -3.625 0.033 1.105 0.325
H -3.208 0.487 -0.295 0.318
O -3.417 0.794 0.537 -0.668
H 3.107 0.752 -3.040 0.289
H 1.503 0.401 -3.636 0.380
O 2.380 0.933 -3.744 -0.731
H -0.839 0.971 -0.926 0.385
H -0.807 1.686 -2.215 0.333
O -0.824 1.898 -1.216 -0.747
H 0.102 -0.828 -1.508 0.094
H 1.188 -1.388 -2.877 0.175
O 0.610 -0.623 -2.798 -0.844
H 1.275 2.459 -1.297 0.391
H 2.179 2.828 -2.596 0.351
O 2.114 2.973 -1.510 -0.727
H 2.606 0.085 2.718 0.358
H 3.987 0.389 2.600 0.314
O 3.470 -0.415 2.857 -0.664
```

Output
Total charge: -1
Maximum force: 6.6 eV/A
LUMO: 2.8 eV
Spin multiplicity: 1
Relative energy (zero: lowest compared OMol25 entry of this formula, charge and spin): 96.4 kcal/mol
HOMO-LUMO gap: 0.337 hartree
HOMO level: -6.3858 eV


A 9-piece molecular cluster, C5H26NO10 overall. Source: OMol25; level of theory: ωB97M-V/def2-TZVPD.

Geometry as XYZ:
```
42
Properties=species:S:1:pos:R:3:mulliken_charge:R:1
O 1.510 0.820 1.687 -0.405
C 0.715 1.721 1.688 0.185
O 0.910 2.846 2.329 -0.525
C -0.656 1.339 1.219 0.034
C -0.563 -0.019 0.579 1.491
C -1.977 -0.550 0.307 -0.380
C -2.471 -1.167 -0.787 -0.786
N -1.127 2.199 0.093 -0.064
H 1.796 2.979 2.809 0.423
H -1.400 1.298 2.048 0.510
H 0.009 0.012 -0.443 0.032
H -0.024 -0.873 1.098 -1.054
H -2.797 -0.231 1.099 0.261
H -3.478 -1.133 -1.187 0.280
H -1.883 -1.765 -1.596 0.156
H -0.534 2.152 -0.823 0.072
H -2.086 1.971 -0.100 0.473
H -1.151 3.243 0.396 0.430
H 0.738 -2.314 -1.967 0.369
H -0.032 -3.419 -2.673 0.269
O -0.074 -2.525 -2.504 -0.647
H 1.631 -3.405 1.342 0.300
H 0.115 -3.825 0.959 0.276
O 0.698 -3.583 1.596 -0.638
H 0.344 -1.956 2.584 0.234
H -0.307 -2.109 3.812 0.339
O -0.201 -1.374 3.093 -0.565
H 0.852 3.228 -2.688 0.315
H 0.855 1.729 -2.285 0.283
O 0.698 2.602 -1.931 -0.672
H 2.710 -1.076 -1.318 0.235
H 2.127 -1.507 -0.001 0.390
O 1.835 -1.286 -0.992 -0.676
H -2.083 1.593 -2.847 0.332
H -3.669 1.943 -2.431 0.319
O -2.701 2.151 -2.404 -0.608
H -1.058 0.247 -4.377 0.287
H -0.507 -0.895 -3.272 0.341
O -0.814 0.084 -3.404 -0.596
H 4.199 -1.712 1.140 0.315
H 2.921 -1.082 1.920 0.360
O 3.179 -1.790 1.295 -0.696
```

Output
Total charge: +1
Maximum force: 5.4 eV/A
LUMO: -2.5 eV
Spin multiplicity: 1
Relative energy (zero: lowest compared OMol25 entry of this formula, charge and spin): 46.8 kcal/mol
HOMO-LUMO gap: 0.344 hartree
HOMO level: -11.8995 eV


A 8-piece molecular cluster, C5H26NO9 overall. Source: OMol25; level of theory: ωB97M-V/def2-TZVPD.

Geometry as XYZ:
```
41
Properties=species:S:1:pos:R:3:mulliken_charge:R:1
C -0.268 2.581 -0.440 -0.353
N 0.043 1.892 0.830 0.039
C -1.003 0.862 1.277 -0.193
C -0.724 0.731 2.827 -0.711
O -1.973 1.028 3.412 -0.624
C -0.885 -0.364 0.430 0.263
O -2.206 -0.668 0.031 -0.682
C 1.034 2.670 -1.301 -1.097
H -0.682 3.686 -0.281 0.289
H -1.014 2.206 -1.030 0.399
H 0.964 1.526 0.871 0.331
H -2.116 1.067 1.064 0.236
H -0.420 -0.270 3.003 0.345
H 0.018 1.258 3.387 0.493
H -2.780 0.453 3.216 0.338
H -0.204 -0.305 -0.501 -0.040
H -0.534 -1.236 0.986 0.172
H 1.250 1.730 -1.756 0.150
H 1.967 3.102 -0.725 0.270
H 0.729 3.369 -2.087 0.430
H 0.038 -3.731 -3.761 0.246
H -0.885 -1.205 -2.548 0.547
O -0.774 -3.267 -3.873 -0.694
H 1.462 -1.171 -1.735 0.246
H 2.666 -0.230 -1.071 0.195
O 1.995 -0.910 -0.866 -0.613
H -0.376 -2.320 -3.722 0.418
H 0.411 -0.545 -3.244 0.284
O 0.628 -1.476 -2.779 -1.169
H -0.267 3.336 2.120 0.288
H -0.737 4.083 3.426 0.310
O 0.060 4.027 2.826 -0.730
H -2.196 -0.459 -0.992 0.498
H -2.121 -1.247 -3.266 0.310
O -1.771 -0.715 -2.596 -0.711
H 2.543 -4.549 -0.707 0.311
H 2.199 -3.633 0.309 0.346
O 2.618 -4.555 0.239 -0.666
H 1.757 0.236 1.337 -0.072
H 2.189 -1.196 0.881 0.365
O 2.286 -0.476 1.637 -0.766
```

Output
Total charge: -1
Maximum force: 4.6 eV/A
LUMO: 3.0 eV
Spin multiplicity: 1
Relative energy (zero: lowest compared OMol25 entry of this formula, charge and spin): 86.0 kcal/mol
HOMO-LUMO gap: 0.331 hartree
HOMO level: -5.9727 eV


A 8-piece molecular cluster, C5H26O8 overall. Source: OMol25; level of theory: ωB97M-V/def2-TZVPD.

Geometry as XYZ:
```
39
Properties=species:S:1:pos:R:3:mulliken_charge:R:1
C -5.591 -2.068 -2.986 -0.519
O -6.456 -2.877 -3.721 -0.490
H -5.118 -1.420 -3.724 0.243
H -6.207 -1.431 -2.352 0.212
H -4.772 -2.503 -2.415 0.252
H -5.917 -3.630 -3.975 0.301
C 5.747 -1.216 2.987 -0.536
O 4.457 -0.929 2.433 -0.467
H 5.742 -2.277 3.236 0.238
H 6.578 -1.055 2.301 0.228
H 5.885 -0.786 3.979 0.260
H 3.910 -0.372 2.992 0.283
C -3.856 0.131 2.629 -0.517
O -2.828 -0.711 2.781 -0.478
H -3.576 1.167 2.438 0.225
H -4.473 -0.265 1.823 0.217
H -4.454 -0.012 3.529 0.267
H -3.151 -1.615 2.784 0.291
C 3.023 5.594 1.637 -0.469
O 2.410 4.559 0.767 -0.498
H 2.231 6.172 2.113 0.234
H 3.532 5.061 2.440 0.221
H 3.706 6.249 1.097 0.224
H 2.022 3.862 1.299 0.283
C -0.469 -0.683 -5.756 -0.474
O 0.517 -0.941 -4.751 -0.480
H -0.374 0.330 -6.146 0.266
H -0.491 -1.422 -6.557 0.232
H -1.454 -0.549 -5.308 0.152
H 0.151 -0.627 -3.921 0.297
O -0.259 -0.271 -0.511 -0.627
H 0.359 -0.028 0.179 0.319
H -1.095 -0.375 -0.058 0.312
O 0.826 1.442 3.027 -0.606
H 0.091 0.856 3.206 0.314
H 0.678 2.195 3.599 0.297
O 3.004 -3.551 -0.441 -0.645
H 2.271 -3.071 -0.825 0.316
H 3.401 -2.933 0.173 0.321
```

Output
Maximum force: 4.4 eV/A
LUMO: 0.0 eV
Structure (SMILES): CO.CO.CO.CO.CO.O.O.O
Spin multiplicity: 1
Relative energy (zero: lowest compared OMol25 entry of this formula, charge and spin): 121.1 kcal/mol
HOMO-LUMO gap: 0.369 hartree
HOMO level: -10.0808 eV


A 7-piece molecular cluster, C5H27N2O6S overall. Source: OMol25; level of theory: ωB97M-V/def2-TZVPD.

Geometry as XYZ:
```
41
Properties=species:S:1:pos:R:3:mulliken_charge:R:1
N -0.187 1.636 -2.067 -0.139
C -0.533 1.774 -0.634 -0.088
C -2.004 1.543 -0.486 -0.826
S -2.718 3.289 -0.517 -0.189
C 0.214 0.648 0.128 -0.621
N 1.609 0.529 -0.243 -0.226
C 2.041 -0.688 0.545 -0.159
C 3.532 -0.908 0.476 -1.285
H 0.817 1.930 -2.129 0.426
H -0.783 2.202 -2.741 0.400
H -0.309 0.690 -2.462 0.292
H -0.090 2.708 -0.281 0.403
H -2.273 0.949 0.396 0.363
H -2.446 1.018 -1.335 0.405
H -2.337 3.564 0.755 0.159
H -0.258 -0.324 -0.132 0.281
H 0.081 0.888 1.294 0.106
H 2.201 1.336 0.000 0.284
H 1.542 -1.499 0.034 0.141
H 1.614 -0.780 1.568 0.344
H 3.727 -1.423 -0.422 0.356
H 4.117 0.046 0.302 0.289
H 3.981 -1.246 1.356 0.403
H 2.832 -0.256 -3.340 0.319
H 2.370 0.339 -2.023 0.408
O 2.302 0.466 -2.980 -0.693
H -0.226 -3.045 -1.114 0.307
H -0.558 -3.036 0.507 0.273
O -0.739 -2.699 -0.392 -0.640
H -0.382 1.541 4.124 0.293
H 0.107 3.038 3.938 0.296
O -0.173 2.236 3.508 -0.593
H 0.998 -3.064 4.285 0.303
H 1.756 -3.960 3.260 0.307
O 0.894 -3.655 3.542 -0.641
H -0.416 -4.355 2.397 0.386
H -1.480 -4.767 1.281 0.340
O -0.554 -4.640 1.485 -0.709
H -1.529 -1.286 -3.418 0.281
H -1.633 -1.286 -1.876 0.288
O -1.559 -0.715 -2.651 -0.643
```

Output
Total charge: +1
Maximum force: 3.1 eV/A
LUMO: -2.4 eV
Spin multiplicity: 1
Relative energy (zero: lowest compared OMol25 entry of this formula, charge and spin): 57.6 kcal/mol
HOMO-LUMO gap: 0.360 hartree
HOMO level: -12.1877 eV


A 8-piece molecular cluster, C5H27N2O7 overall. Source: OMol25; level of theory: ωB97M-V/def2-TZVPD.

Geometry as XYZ:
```
41
Properties=species:S:1:pos:R:3:mulliken_charge:R:1
C -1.710 -0.401 3.394 -1.408
C -1.283 0.099 2.025 -0.491
C -1.193 -0.924 0.902 0.610
C -0.097 -1.951 1.104 -1.006
N 1.229 -1.324 1.088 0.070
C 1.788 -0.813 0.027 -0.169
N 1.482 -1.144 -1.201 -0.135
H -0.848 -0.915 3.858 0.303
H -1.898 0.402 4.093 0.422
H -2.416 -1.229 3.364 0.314
H -1.981 0.885 1.702 0.338
H -0.469 0.827 2.128 0.140
H -1.115 -0.340 -0.019 -0.457
H -2.186 -1.365 0.795 0.580
H -0.257 -2.497 2.032 0.606
H -0.133 -2.711 0.324 0.087
H 1.625 -1.238 2.007 0.308
H 2.606 -0.129 0.172 0.431
H 0.644 -1.596 -1.550 0.222
H 1.801 -0.454 -1.873 0.245
H 2.152 1.336 -4.180 0.285
H 0.776 1.336 -3.334 0.409
O 1.730 1.099 -3.351 -0.664
H 0.680 -4.817 0.021 0.317
H 2.129 -4.559 -0.214 0.282
O 1.268 -4.120 -0.302 -0.609
H -1.504 2.999 0.080 0.278
H -3.033 3.026 -0.106 0.299
O -2.220 2.658 -0.472 -0.679
H 0.889 1.822 -1.032 0.221
H 1.396 2.283 0.355 0.335
O 0.847 1.597 -0.088 -0.394
H -1.330 -1.209 -3.461 0.274
H -2.130 -1.620 -2.199 0.265
O -1.330 -1.172 -2.494 -0.632
H -1.008 0.593 -2.492 0.442
H -1.078 2.072 -1.941 0.337
O -0.810 1.521 -2.694 -0.745
H 2.701 3.845 1.900 0.285
H 1.976 4.450 0.587 0.299
O 2.307 3.676 1.045 -0.615
```

Output
Total charge: +1
Maximum force: 2.2 eV/A
LUMO: -2.3 eV
Spin multiplicity: 1
Relative energy (zero: lowest compared OMol25 entry of this formula, charge and spin): 22.6 kcal/mol
HOMO-LUMO gap: 0.408 hartree
HOMO level: -13.3986 eV